Record 1
Molecular formula: C6H12N2
Method: DFT, ωB97M-V with the def2-TZVPD basis set

As for the spin multiplicity: 1. As for the total energy: -345.25096 hartree. The frontier orbital gap is 8.6 eV. Its SMILES is C/C=C(/N)N=C(C)C. Its LUMO energy is 0.98 eV.

The geometry in XYZ format:
```
20
Properties=species:S:1:pos:R:3:mulliken_charge:R:1
C 1.48115 0.82252 1.09518 -1.36
C 1.64960 -1.35860 -0.18244 -1.54
C -1.56873 -1.30711 0.15704 -1.20
C -0.72409 0.93964 -0.77116 0.33
C 0.94782 -0.03742 -0.03132 1.38
N -1.38534 2.04182 -1.23616 -0.43
C -1.14875 0.13370 0.34458 -0.22
N 0.46838 0.55565 -1.18552 -0.81
H -2.39110 2.06080 -1.19003 0.24
H -0.92874 2.56536 -1.96687 0.24
H -1.73000 0.64865 1.11526 0.34
H 1.46091 0.29065 2.04826 0.28
H 2.53125 1.06658 0.88072 0.40
H 2.72501 -1.27016 0.00520 0.40
H 0.92694 1.75389 1.19721 0.33
H 1.48942 -1.77374 -1.17709 0.37
H 1.25340 -2.06689 0.55275 0.30
H -1.34732 -1.90647 1.04679 0.30
H -1.06006 -1.77029 -0.68861 0.29
H -2.64973 -1.38858 -0.01378 0.36
```

Record 2
Molecular formula: C6H12N2
Method: DFT, ωB97M-V with the def2-TZVPD basis set

As for the spin multiplicity: 1. As for the total energy: -345.31176 hartree. The frontier orbital gap is 9.5 eV. Its SMILES is Cc1c[nH]cn1.CC. Its LUMO energy is 0.87 eV.

The geometry in XYZ format:
```
20
Properties=species:S:1:pos:R:3:mulliken_charge:R:1
C -0.95786 -1.91845 -2.20935 -1.12
C -1.79082 -0.63163 -0.15567 -0.71
C -1.10208 -0.73200 -1.32237 0.89
C -1.10173 1.36056 -0.85009 -0.33
N -1.68917 0.70476 0.20839 -0.03
N -0.75352 0.49483 -1.78276 -0.60
H -2.21237 -1.31845 0.55646 0.37
H -2.26667 1.10178 0.92092 0.20
H -0.63104 -1.71052 -3.21966 0.33
H -1.91568 -2.44625 -2.16466 0.29
H -1.00278 2.42984 -0.81396 0.45
H -0.25167 -2.67905 -1.84647 0.26
C 2.61990 0.27580 1.46073 -0.96
C 1.35445 1.13954 1.67541 -0.51
H 2.85181 0.26570 0.39799 0.27
H 3.51181 0.49768 2.04747 0.32
H 2.35012 -0.72870 1.78427 0.27
H 1.24323 2.05736 1.10589 0.25
H 1.20532 1.39569 2.71958 0.36
H 0.53876 0.44151 1.48790 0.02
```

Record 3
Molecular formula: C6H12N2
Method: DFT, ωB97M-V with the def2-TZVPD basis set

As for the spin multiplicity: 1. As for the total energy: -345.09616 hartree. The frontier orbital gap (spin up / spin down) is 7.7 / 8.3 eV. Its LUMO energy (spin up / spin down) is 0.86 / 0.93 eV.

The geometry in XYZ format:
```
20
Properties=species:S:1:pos:R:3:mulliken_charge:R:1
C -1.62330 -1.12810 -0.02882 0.04
C -1.55280 -2.38477 -0.37537 -0.71
C -1.91966 -0.36302 1.23946 -0.35
C -0.56773 0.35942 1.33638 -0.78
C 2.01538 0.33181 -0.18507 -1.06
C 0.72342 2.03848 -1.43006 -0.92
N -0.37955 0.81120 0.06672 -0.35
N 0.80178 1.06677 -0.36824 0.37
H -0.86359 -2.94052 -1.13790 0.20
H -2.13133 -3.24578 0.09045 0.23
H -2.61276 0.45591 0.94738 0.19
H -2.44084 -0.98486 2.00387 0.42
H -0.54482 1.17747 2.11121 0.35
H 0.17113 -0.29087 1.68088 0.35
H 2.57817 0.34806 -1.10592 0.42
H 2.58188 0.85375 0.63636 0.26
H 1.73823 -0.61777 0.08028 0.39
H -0.07745 2.72974 -1.17334 0.31
H 1.66943 2.61393 -1.63538 0.34
H 0.37745 1.55519 -2.35436 0.32
```

Record 4
Molecular formula: C6H12N2
Method: DFT, ωB97M-V with the def2-TZVPD basis set

As for the spin multiplicity: 1. As for the total energy: -345.14317 hartree. The frontier orbital gap is 8.1 eV. Its SMILES is C/C=C1/[C@@H](C)[C@@H]1NN. Its LUMO energy is 1.05 eV.

The geometry in XYZ format:
```
20
Properties=species:S:1:pos:R:3:mulliken_charge:R:1
C -0.49646 -0.02933 0.39567 -0.36
C -1.68425 0.39205 0.78494 -0.23
C 0.62069 -1.03052 0.32427 0.19
C 0.92942 -0.01775 -0.78876 -0.58
C -2.36254 1.57221 0.22361 -1.11
C 0.25219 -2.45523 -0.12789 -1.30
N 1.79174 1.39272 0.83625 -0.44
N 1.78745 1.03969 -0.57492 -0.27
H -2.14836 0.02276 1.65130 0.38
H 1.37854 -0.80657 0.93513 0.73
H 0.72735 -0.11184 -1.81823 0.41
H -1.85819 2.43118 0.57143 0.28
H -3.43060 1.52712 0.50746 0.32
H -2.29453 1.63241 -0.79379 0.37
H -0.33973 -2.43674 -1.11213 0.27
H -0.42559 -2.93053 0.61931 0.32
H 1.13668 -3.09125 -0.12051 0.36
H 2.54904 2.02481 1.13695 0.26
H 0.85201 1.72678 1.03733 0.14
H 1.68173 1.74710 -1.33596 0.25
```

Record 5
Molecular formula: C6H12N2
Method: DFT, ωB97M-V with the def2-TZVPD basis set

As for the spin multiplicity: 1. As for the total energy: -345.25812 hartree. The frontier orbital gap is 8.2 eV. Its SMILES is CC(C)=C/N=C(/C)N. Its LUMO energy is 0.86 eV.

The geometry in XYZ format:
```
20
Properties=species:S:1:pos:R:3:mulliken_charge:R:1
C 2.09152 1.54395 0.37383 -1.42
C -1.63480 0.95240 0.26584 -1.35
C -1.93068 -1.56730 0.07886 -1.42
C 1.37136 0.33273 -0.15863 0.69
C -1.15112 -0.35061 -0.32009 1.08
N 1.73807 -0.86474 0.45266 -0.37
C -0.26729 -0.39642 -1.38101 -0.70
N 0.76983 0.45542 -1.35007 -0.46
H 1.43456 -1.70178 -0.02758 0.24
H 2.70334 -0.91816 0.75572 0.26
H -0.23473 -1.21918 -2.09534 0.40
H 1.94474 2.40195 -0.28336 0.32
H 1.68779 1.78125 1.36317 0.29
H 3.16552 1.35593 0.46344 0.43
H -2.72160 1.04102 0.14977 0.41
H -1.41354 1.00309 1.33674 0.28
H -3.01157 -1.41162 0.01940 0.36
H -1.68408 -2.43477 -0.54179 0.34
H -1.18611 1.82498 -0.21514 0.33
H -1.67121 -1.82813 1.11358 0.29
```

Record 6
Molecular formula: C6H12N2
Method: DFT, ωB97M-V with the def2-TZVPD basis set

The expectation value of S² is 0.761. As for the spin multiplicity: 2. As for the total energy: -344.99179 hartree. The frontier orbital gap (spin up / spin down) is 10.3 / 6.6 eV. The charge is +1. Its LUMO energy (spin up / spin down) is -4.30 / -8.02 eV.

The geometry in XYZ format:
```
20
Properties=species:S:1:pos:R:3:lowdin_spin:R:1
C 1.33471 1.10301 1.38715 0.05
C 0.52827 -2.22224 0.51867 0.22
C 0.64462 -0.18608 1.13833 0.26
C -0.36571 -0.78936 1.95735 0.33
N 1.24375 -1.14889 0.37795 0.00
N -0.39149 -2.09423 1.59528 0.08
H 0.81194 -3.18797 0.09255 0.01
H -1.22788 -2.66084 1.65981 0.00
H -0.93782 -0.48359 2.83468 0.01
H 1.04531 1.40081 2.43278 0.01
H 1.07970 1.92188 0.71288 0.02
H 2.41054 0.94709 1.31984 0.01
C -0.87034 1.57971 -1.52074 0.00
C -0.65298 0.32396 -2.37234 0.00
H -1.62161 2.04499 -2.14862 0.00
H -1.14949 1.48217 -0.48865 0.00
H 0.09862 2.11628 -1.47878 0.00
H -0.43789 -0.60726 -1.83684 0.00
H 0.00219 0.40155 -3.23849 0.00
H -1.54442 0.05898 -2.94281 0.00
```

Record 7
Molecular formula: C6H12N2O
Method: DFT, ωB97M-V with the def2-TZVPD basis set

As for the spin multiplicity: 1. As for the total energy: -420.46245 hartree. The frontier orbital gap is 8.7 eV. Its SMILES is C=C(NN)C(C)(C)C=O. Its LUMO energy is 0.79 eV.

The geometry in XYZ format:
```
21
Properties=species:S:1:pos:R:3:mulliken_charge:R:1
C -0.19383 0.69753 -0.07508 2.10
C -0.36327 1.84138 0.93140 -1.42
C 0.15887 1.21006 -1.47853 -1.94
N -0.08795 -1.54959 0.89190 -0.11
C 0.71491 -0.38742 0.43252 -0.32
N -0.07902 -2.81348 0.26948 -0.74
C -1.59443 -0.12621 -0.20625 -0.35
C 2.04252 -0.47244 0.31898 -0.99
O -2.50271 -0.10431 0.61553 -0.54
H -0.82652 -1.35026 1.57672 0.40
H -0.93193 -2.95785 -0.27334 0.22
H 0.69673 -2.89224 -0.38875 0.27
H -1.74366 -0.52714 -1.22501 0.43
H 0.22944 2.71790 0.64587 0.37
H -1.40706 2.16582 1.00169 0.30
H -0.04460 1.55534 1.93964 0.36
H -0.71149 1.68501 -1.94534 0.44
H 0.97530 1.94024 -1.45035 0.45
H 0.47489 0.39250 -2.13664 0.42
H 2.56564 -1.36255 0.65658 0.35
H 2.62818 0.33769 -0.10102 0.29
```

Record 8
Molecular formula: C6H12N2O
Method: DFT, ωB97M-V with the def2-TZVPD basis set

As for the spin multiplicity: 1. As for the total energy: -419.73575 hartree. The frontier orbital gap (spin up / spin down) is 8.5 / 8.4 eV. The charge is +2. Its SMILES is C[N+]1=C[N@@+](C)(C=O)CC1. Its LUMO energy (spin up / spin down) is -10.88 / -10.91 eV.

The geometry in XYZ format:
```
21
Properties=species:S:1:pos:R:3:mulliken_charge:R:1
C -0.13616 -0.32203 -0.96489 -0.27
C 2.34569 0.69967 -0.96742 0.17
C -1.03909 0.78872 0.99227 -0.51
C 0.53750 0.73847 0.93227 -0.62
C -2.76205 -0.09233 -0.72136 -0.82
C 1.66536 -1.37883 0.32158 -0.92
N -1.45971 0.13140 -0.21682 0.19
N 1.01857 -0.08451 -0.20881 0.14
O 2.78115 1.61602 -0.44654 -0.15
H -0.28787 -0.88868 -1.85742 0.46
H 2.40224 0.17836 -1.83122 0.46
H -1.43284 0.15894 1.77356 0.43
H -1.19903 1.81404 1.28790 0.34
H 0.90321 1.79981 0.78675 0.40
H 0.77393 0.52358 2.03967 0.35
H -2.93061 0.34582 -1.69187 0.36
H -3.54829 0.29388 0.00535 0.37
H -2.95532 -1.21870 -0.74479 0.37
H 2.35046 -1.05896 1.17114 0.41
H 0.86035 -2.03605 0.72149 0.42
H 2.11250 -2.00862 -0.38083 0.42
```

Q: What is the formula in the fifth record?
A: C6H12N2

Q: Which formula does entry 2 have?
A: C6H12N2